Computed, not measured: a cluster of 3 separate species, C37H47F3N4O7 in total in a non-equilibrium geometry, with ωB97M-V with the def2-TZVPD basis set.

Last column: Löwdin charge in e.
Positions of all 98 atoms, in Å:
F (-0.58, 0.27, 5.94)  0.126
F (-1.42, 0.89, 4.02)  0.151
F (-1.00, -2.37, 4.59)  0.051
O (2.69, 4.92, -2.86)  0.023
O (3.65, -5.72, -1.72)  0.028
O (4.50, -0.74, -0.98)  -0.139
O (4.13, -5.47, 0.45)  0.106
O (-0.44, -4.38, -1.30)  0.119
O (4.67, 3.92, -2.49)  0.120
O (-1.77, -3.72, 0.29)  -0.039
N (-0.47, -4.31, -0.15)  0.053
N (-2.77, -0.35, -0.48)  0.229
N (-4.87, -2.68, -0.08)  -0.108
N (-0.76, -1.76, 0.92)  0.236
C (-2.80, 2.45, -0.61)  -0.098
C (5.10, -2.87, 0.04)  -0.059
C (2.69, 2.36, 1.53)  -0.176
C (2.29, -6.92, -0.22)  -0.069
C (2.62, 2.39, -0.01)  -0.182
C (2.63, -6.37, -2.50)  -0.150
C (-5.62, 2.73, 1.94)  -0.081
C (-2.75, -1.65, -0.42)  -0.178
C (-7.75, 2.00, -1.13)  -0.052
C (4.54, 6.34, -2.58)  -0.072
C (2.22, 6.26, -3.07)  -0.153
C (2.12, -7.50, -1.62)  -0.150
C (-0.76, 2.38, 0.85)  0.017
C (-5.28, 2.22, -0.73)  -0.016
C (-4.16, 2.45, 0.05)  -0.215
C (-0.32, -1.26, 4.15)  -0.195
C (4.24, -1.62, 0.12)  -0.269
C (-6.57, 2.24, -0.21)  -0.277
C (-4.34, 2.71, 1.41)  -0.035
C (3.46, -5.97, -0.40)  -0.473
C (-5.81, -3.73, -0.48)  -0.128
C (-3.86, -2.41, -1.10)  -0.178
C (1.32, -0.43, 2.37)  -0.108
C (2.86, 1.05, -0.69)  -0.162
C (0.25, 1.68, 1.56)  -0.178
C (3.26, 7.15, -2.39)  -0.154
C (-0.74, -0.06, 4.65)  -0.260
C (-6.73, 2.50, 1.15)  -0.058
C (0.86, -1.57, 3.31)  -0.128
C (4.02, 4.92, -2.62)  -0.491
C (-1.77, 0.30, 0.20)  -0.132
C (-0.78, -0.39, 0.91)  -0.117
C (1.32, 2.53, 2.22)  -0.135
C (4.33, 0.62, -0.66)  -0.225
C (-1.72, -2.35, 0.28)  -0.283
C (-1.75, 1.71, 0.18)  -0.155
C (0.25, 0.31, 1.61)  -0.126
H (-2.46, 3.48, -0.75)  0.123
H (5.28, -3.22, 1.06)  0.074
H (-7.72, 2.52, 1.58)  0.107
H (3.22, 1.46, 1.85)  0.090
H (4.43, -1.10, 1.07)  0.111
H (0.70, -2.46, 2.70)  0.097
H (3.03, 7.24, -1.33)  0.117
H (-5.37, -4.70, -0.25)  0.076
H (2.51, -7.67, 0.53)  0.126
H (-4.25, -1.80, -1.92)  0.121
H (5.03, 6.56, -3.53)  0.131
H (1.85, -5.64, -2.73)  0.117
H (-0.76, 3.46, 0.82)  0.123
H (3.19, -1.93, 0.06)  0.108
H (4.88, 1.19, -1.40)  0.121
H (3.30, 8.16, -2.82)  0.114
H (-2.90, 2.00, -1.59)  0.113
H (-5.16, 2.04, -1.79)  0.118
H (6.07, -2.68, -0.42)  0.085
H (-5.79, 2.95, 2.98)  0.102
H (5.24, 6.47, -1.76)  0.125
H (1.69, 2.86, -0.36)  0.107
H (3.32, 3.19, 1.86)  0.108
H (-7.51, 2.40, -2.11)  0.074
H (1.71, -1.81, 3.96)  0.131
H (4.57, -3.68, -0.44)  0.032
H (3.42, 3.05, -0.36)  0.093
H (2.19, 0.26, -0.35)  0.099
H (1.95, 0.24, 2.95)  0.103
H (2.76, -8.38, -1.73)  0.117
H (-6.69, -3.64, 0.15)  0.076
H (-3.48, -3.36, -1.47)  0.113
H (1.98, -0.89, 1.63)  0.095
H (1.23, 6.36, -2.64)  0.123
H (1.42, -6.33, 0.09)  0.108
H (1.10, -7.80, -1.85)  0.115
H (3.07, -6.72, -3.43)  0.124
H (-5.36, -1.83, 0.14)  0.103
H (-3.48, 2.92, 2.03)  0.111
H (4.77, 0.87, 0.32)  0.117
H (2.16, 6.44, -4.14)  0.126
H (2.63, 1.20, -1.75)  0.118
H (1.05, 3.58, 2.09)  0.110
H (-7.89, 0.92, -1.26)  0.079
H (-8.65, 2.49, -0.79)  0.075
H (-6.08, -3.66, -1.53)  0.075
H (1.36, 2.31, 3.29)  0.115

The SMILES is CCOCCCCCc1cc(Cc2cccc(C)c2)c2nc(CNC)c(ON=O)nc2c1CCC(F)=C(F)F.O=C1CCCO1.O=C1CCCO1. As for the total charge: 0. The spin multiplicity is 1.

Computed, not measured: a cluster of 2 separate species, C37H47N3O3 in total in a non-equilibrium geometry, with ωB97M-V with the def2-TZVPD basis set.

Last column: Löwdin charge in e.
Positions of all 90 atoms, in Å:
O (3.24, -0.81, 1.34)  -0.015
O (1.38, -2.69, 2.24)  0.008
O (0.04, -1.88, 3.88)  -0.059
N (6.45, -4.62, -1.30)  -0.241
N (3.36, 3.66, -5.57)  -0.214
N (-4.66, -3.31, 0.42)  -0.186
C (-4.96, -3.84, 1.74)  -0.046
C (2.17, 2.52, 2.98)  -0.209
C (4.08, -4.15, -1.69)  0.013
C (0.99, -1.06, -1.84)  -0.028
C (4.05, 1.51, -4.69)  -0.003
C (2.59, 0.28, -3.15)  -0.164
C (-0.70, -2.32, -0.57)  -0.195
C (-0.77, -3.10, 3.89)  -0.211
C (3.00, -0.29, 2.43)  -0.420
C (-3.10, -2.17, -1.05)  -0.007
C (5.70, -2.33, -1.67)  0.017
C (3.59, 2.12, 2.58)  -0.215
C (1.68, 1.87, 4.30)  -0.200
C (3.98, 0.72, 3.05)  -0.131
C (2.30, -0.88, -2.34)  -0.065
C (0.63, -1.85, -0.76)  0.053
C (3.06, -3.24, -1.90)  0.002
C (-1.97, -2.79, 4.76)  -0.083
C (-2.28, -3.73, 0.65)  -0.018
C (4.67, 4.26, -5.70)  -0.061
C (-1.79, -1.82, -1.32)  -0.010
C (4.66, -1.44, -1.85)  -0.025
C (1.72, 1.39, -3.17)  -0.009
C (1.09, -1.80, 3.02)  -0.472
C (1.36, 0.36, 4.29)  -0.194
C (1.79, -0.51, 3.17)  -0.129
C (1.91, 2.45, -4.03)  -0.005
C (-3.38, -3.10, -0.01)  -0.201
C (-0.99, -3.33, 0.38)  -0.010
C (5.43, -3.71, -1.57)  -0.231
C (3.11, 2.57, -4.78)  -0.224
C (-5.82, -2.85, -0.34)  -0.062
C (3.73, 0.36, -4.00)  -0.018
C (2.33, 4.27, -6.39)  -0.063
C (3.33, -1.86, -2.04)  -0.164
C (6.60, -5.25, 0.00)  -0.069
C (7.62, -4.77, -2.14)  -0.080
H (3.67, 2.15, 1.48)  0.105
H (1.47, 2.31, 2.16)  0.107
H (5.36, 3.83, -4.96)  0.088
H (-6.66, -3.52, -0.12)  0.091
H (5.08, 4.11, -6.71)  0.090
H (4.32, 2.85, 2.97)  0.101
H (6.72, -6.34, -0.14)  0.081
H (0.77, 2.39, 4.62)  0.097
H (1.16, 3.25, -4.10)  0.113
H (-0.17, -3.93, 4.30)  0.129
H (3.96, 0.67, 4.15)  0.107
H (-5.74, -3.22, 2.21)  0.096
H (2.15, 3.62, 3.13)  0.100
H (-3.91, -1.69, -1.60)  0.098
H (0.20, -0.50, -2.33)  0.094
H (2.04, -3.60, -1.98)  0.118
H (-5.33, -4.88, 1.66)  0.098
H (4.88, -0.37, -1.86)  0.125
H (-2.46, -4.51, 1.38)  0.109
H (4.60, 5.34, -5.52)  0.091
H (4.39, -0.50, -4.09)  0.116
H (0.88, 1.41, -2.49)  0.117
H (2.43, 2.06, 5.08)  0.101
H (1.76, -0.06, 5.24)  0.112
H (-1.60, -1.11, -2.12)  0.105
H (2.14, 5.30, -6.08)  0.091
H (6.72, -1.96, -1.56)  0.122
H (7.83, -5.85, -2.24)  0.084
H (1.40, 3.69, -6.32)  0.086
H (-1.64, -2.63, 5.80)  0.079
H (1.39, -2.09, 0.00)  0.122
H (-4.07, -3.82, 2.37)  0.070
H (-2.69, -3.60, 4.76)  0.062
H (5.01, 1.57, -5.22)  0.113
H (-1.09, -3.37, 2.87)  0.073
H (7.44, -4.35, -3.13)  0.090
H (-6.12, -1.83, -0.06)  0.100
H (-2.47, -1.88, 4.39)  0.082
H (8.51, -4.30, -1.69)  0.081
H (5.00, 0.49, 2.72)  0.110
H (3.88, -5.23, -1.64)  0.121
H (-5.62, -2.87, -1.41)  0.083
H (7.50, -4.88, 0.51)  0.086
H (-0.16, -3.78, 0.92)  0.111
H (0.26, 0.24, 4.38)  0.103
H (2.65, 4.28, -7.44)  0.091
H (5.72, -5.06, 0.63)  0.096

As for the total charge: 0. The spin multiplicity is 1.

The records above yield energy values of -2483.186757; -1827.936995 Ha, respectively.
The records above yield LUMO values of -0.030; -0.064 Eh, respectively.